Model P:
ORCA calculation (wB97M-V/def2-TZVPD) on a 2-piece molecular cluster, CH4BrP overall.

Bonds (Å) are listed after each position.
Positions of all 7 atoms, in Å:
1 C 0.81163 0.44306 -1.12836  P2 1.667, H3 1.134, H4 1.068
2 P -0.80509 0.04986 -1.02278  C1 1.667, H5 1.461
3 H 1.50386 -0.38001 -0.76949  C1 1.134
4 H 1.35041 1.31839 -1.41705  C1 1.068
5 H -1.45826 1.08781 -1.81651  P2 1.461
6 Br -1.38324 -1.43480 3.06411  H7 1.408
7 H -0.01932 -1.08430 3.09006  Br6 1.408

Results
2S+1: 1
Structure (SMILES): C=P.Br
Gap between HOMO and LUMO: 9.8 eV

Quick look at the Mulliken charges, all values in e: number 1, C, carries -0.414; number 2, P, carries -0.085; number 3, H, carries 0.211; number 4, H, carries 0.273; number 5, H, carries 0.023; number 6, Br, carries -0.205; number 7, H, carries 0.197

=====

Model Q:
ORCA calculation (wB97M-V/def2-TZVPD) on a 2-piece molecular cluster, CH4BrP overall.

Bonds (Å) are listed after each position.
Positions of all 7 atoms, in Å:
1 C -0.31657 0.14862 -0.81637  P2 1.826, H4 1.070, H6 1.074
2 P 1.12624 0.51571 0.24022  C1 1.826, Br3 2.282, H7 1.356
3 Br 0.23297 -0.32799 2.16370  P2 2.282
4 H -0.48041 0.57787 -1.78318  C1 1.070
5 H -1.71787 0.73338 0.86872  no bonds
6 H -0.48647 -0.91095 -0.85502  C1 1.074
7 H 1.64211 -0.73664 0.18193  P2 1.356

Results
2S+1: 1
Gap between HOMO and LUMO (spin up / spin down): 9.0 / 8.4 eV

Quick look at the Mulliken charges, all values in e: number 1, C, carries -0.765; number 2, P, carries 0.149; number 3, Br, carries -0.195; number 4, H, carries 0.331; number 5, H, carries 0.077; number 6, H, carries 0.333; number 7, H, carries 0.071

=====

Most stable to least stable, the ends of the list are model P and model Q.